Record 1
{"formula": "H7NSi2", "method": "wB97M-V/def2-TZVPD", "species": ["N", "Si", "Si", "H", "H", "H", "H", "H", "H", "H"], "xyz": [[-1.606654, 0.908029, 0.015730], [1.837170, -0.447870, 0.131920], [-1.659897, -0.802826, -0.009169], [-2.291872, 1.544369, -0.360776], [-0.813055, 1.400603, 0.389644], [1.365037, -1.633340, -0.566793], [1.379798, 0.785576, -0.518535], [3.306562, -0.423939, 0.054147], [-2.995469, -0.900979, -0.679940], [1.478382, -0.429624, 1.543772]], "forces_ev_per_a": [[-0.17, -0.12, -0.11], [0.61, 0.12, -0.13], [0.24, 0.11, 0.27], [-0.05, -0.04, 0.01], [0.09, 0.04, 0.05], [-0.12, -0.25, -0.13], [-0.21, 0.12, -0.10], [0.20, 0.00, 0.00], [-0.35, 0.07, -0.19], [-0.24, -0.06, 0.32]], "charge": 0, "total_energy_ha": -637.86336, "homo_lumo_gap_ev": 8.72, "lumo_energy_ev": 0.26, "multiplicity": 1, "homo_ev": -8.5}

***

Record 2
{"formula": "C7H14NOS", "method": "wB97M-V/def2-TZVPD", "species": ["C", "C", "C", "C", "C", "C", "C", "N", "O", "S", "H", "H", "H", "H", "H", "H", "H", "H", "H", "H", "H", "H", "H", "H"], "xyz": [[0.726001, -0.625460, 1.846827], [-1.523031, -1.129985, -0.088480], [-2.908772, -0.750936, -0.442183], [1.707631, 0.189227, -1.710737], [0.502026, 1.753242, 1.434620], [-0.493696, 0.036827, 0.009998], [0.843502, -0.838323, -0.877135], [0.098320, 0.377211, 1.213874], [-1.165735, -2.187018, 0.310466], [1.659081, -1.765913, 0.366365], [-0.090101, -1.321696, 2.033689], [1.337970, -0.369083, 2.647658], [-3.009774, 0.096289, -1.235781], [-3.283025, -0.323823, 0.460381], [-3.642855, -1.541837, -0.657178], [2.497739, -0.442473, -2.236173], [1.203253, 0.693988, -2.413917], [2.109139, 1.049863, -1.072950], [-0.416977, 2.370637, 1.386358], [1.171243, 2.134383, 0.571406], [0.918939, 1.946411, 2.461916], [-0.823160, 0.879229, -0.663845], [0.536636, -1.574226, -1.660409], [0.564091, -2.595001, 0.372118]], "forces_ev_per_a": [[-2.33, -1.77, -0.66], [-0.17, 2.80, 0.79], [-1.05, 1.02, -2.18], [3.00, -2.06, 3.76], [0.30, 1.91, -1.03], [0.57, -1.46, -3.99], [-0.65, 2.42, -1.90], [0.26, 1.64, 0.17], [-0.36, -2.69, 0.39], [0.05, 0.29, 0.42], [1.01, -0.95, 0.59], [1.15, 0.29, 1.17], [0.42, -1.58, 1.32], [-0.29, 0.69, 0.95], [0.78, -0.08, -0.16], [-0.59, 1.28, 0.81], [-2.49, 1.31, -2.70], [0.09, -1.56, -0.65], [0.49, -0.26, 0.01], [-0.70, -0.51, 1.65], [-0.13, -0.57, -1.24], [0.56, -0.60, 1.18], [-0.52, 0.48, 0.98], [0.60, -0.03, 0.31]], "charge": 1, "total_energy_ha": -802.95724, "homo_lumo_gap_ev": 10.03, "lumo_energy_ev": -3.16, "multiplicity": 1, "homo_ev": -13.2}

***

Record 3
{"formula": "C39H38Cl3O9PS5SiTa", "method": "wB97M-V/def2-TZVPD", "species": ["Ta", "O", "S", "O", "O", "C", "C", "C", "C", "C", "C", "S", "O", "O", "O", "H", "H", "H", "H", "C", "C", "C", "C", "C", "C", "C", "C", "C", "C", "C", "C", "C", "C", "C", "H", "H", "H", "H", "H", "H", "H", "H", "H", "H", "O", "S", "C", "C", "C", "C", "C", "C", "C", "C", "C", "C", "C", "C", "H", "H", "H", "H", "H", "H", "H", "H", "H", "H", "C", "C", "C", "O", "P", "S", "S", "O", "C", "C", "C", "H", "H", "H", "H", "H", "H", "H", "H", "H", "H", "H", "H", "H", "H", "Cl", "Si", "Cl", "Cl"], "xyz": [[-1.518950, 0.339474, -0.709764], [-1.690342, 0.825149, 1.450538], [-2.176849, 2.169863, 1.038464], [-2.992366, 2.827466, 2.006527], [-2.810725, 1.910379, -0.280843], [-0.697716, 3.158976, 0.909154], [-0.019149, 3.310593, 2.111731], [1.075565, 4.148957, 2.178621], [1.488337, 4.851041, 1.052096], [0.819819, 4.698306, -0.150314], [-0.280600, 3.857171, -0.229438], [-0.974760, 3.507425, -1.838595], [-2.333771, 3.950077, -1.871985], [-0.089050, 4.125732, -2.797002], [-0.769375, 2.007005, -1.868048], [-0.349366, 2.760605, 2.984224], [1.606307, 4.256232, 3.116161], [2.339152, 5.518654, 1.113599], [1.127578, 5.214678, -1.049401], [0.305073, -0.027684, 0.091956], [1.373786, -0.083502, 0.764794], [2.476121, -0.066630, 1.551614], [3.766800, -0.568699, 1.049092], [3.900719, -0.963657, -0.290915], [5.106266, -1.436326, -0.781064], [6.221754, -1.533651, 0.044861], [6.097576, -1.185856, 1.381012], [4.886647, -0.721998, 1.880391], [2.293278, 0.464387, 2.932860], [1.133462, 0.163465, 3.661223], [0.942277, 0.671852, 4.939071], [1.895477, 1.499188, 5.525333], [3.031884, 1.832522, 4.801817], [3.227146, 1.321767, 3.524682], [3.032638, -0.908550, -0.942775], [5.179530, -1.737606, -1.818262], [7.167316, -1.896491, -0.340449], [6.947679, -1.280324, 2.046474], [4.799768, -0.501529, 2.935172], [0.378051, -0.467563, 3.199227], [0.042391, 0.423135, 5.489723], [1.745525, 1.883765, 6.527503], [3.768703, 2.501686, 5.231809], [4.101041, 1.626012, 2.959844], [0.339637, -0.389201, -2.642766], [1.277313, 0.659572, -3.187004], [2.541521, -0.353070, -3.986676], [3.683702, 0.271956, -4.468892], [4.619120, -0.470070, -5.172564], [4.414345, -1.832545, -5.373936], [3.291819, -2.452969, -4.842879], [2.346762, -1.713079, -4.142777], [0.541924, 1.193260, -4.754551], [1.051080, 2.295524, -5.427375], [0.534458, 2.624298, -6.672262], [-0.492552, 1.864226, -7.221869], [-1.021853, 0.792679, -6.513627], [-0.505352, 0.451570, -5.269609], [3.833130, 1.334846, -4.299420], [5.505796, 0.011337, -5.565641], [5.135515, -2.410411, -5.938782], [3.147874, -3.520808, -4.975938], [1.457230, -2.171176, -3.714588], [1.818457, 2.907899, -4.966122], [0.928080, 3.481485, -7.208582], [-0.893267, 2.122638, -8.196938], [-1.842551, 0.217495, -6.926991], [-0.916841, -0.364985, -4.688379], [-3.881125, 0.031071, 4.185725], [-2.914270, -1.121466, 4.358000], [-3.503054, -2.239708, 5.202950], [-2.398454, -1.638789, 3.093641], [-3.149704, -2.145856, 1.800509], [-1.730701, -3.356811, 0.963782], [-4.003058, -0.818986, 0.613930], [-4.224814, -3.112323, 2.482892], [-5.393699, -3.792158, 1.908184], [-5.186224, -4.270310, 0.479025], [-6.606615, -2.889807, 2.057187], [-4.079079, 0.477954, 5.165773], [-4.826979, -0.318882, 3.759714], [-3.474218, 0.793675, 3.536152], [-2.007874, -0.771947, 4.844036], [-4.478694, -2.543620, 4.824762], [-3.617573, -1.879349, 6.228668], [-2.839593, -3.106232, 5.202003], [-5.504300, -4.657969, 2.557505], [-5.133437, -3.429054, -0.212825], [-6.026799, -4.909312, 0.191224], [-4.262925, -4.844099, 0.391175], [-6.500716, -2.013737, 1.414248], [-6.701195, -2.554264, 3.094113], [-7.514430, -3.434402, 1.781603], [-2.713260, 0.124959, -2.726126], [-1.382099, -2.224050, -0.953980], [0.416518, -3.128263, -1.438789], [-2.731671, -3.222245, -2.177636]], "forces_ev_per_a": [[1.53, -1.17, -1.13], [0.14, 0.40, -0.24], [-0.37, 1.07, 2.21], [-0.21, 0.00, -0.12], [-0.33, 0.52, 0.49], [-0.13, 0.52, -0.45], [-0.15, -0.17, -0.01], [0.18, 0.14, -0.02], [-0.01, 0.02, 0.15], [-0.16, -0.01, -0.02], [-0.09, -0.44, 0.21], [0.66, 0.14, -0.42], [-0.10, -0.09, 0.06], [0.05, -0.22, 0.13], [-0.06, 0.32, 0.01], [0.04, 0.03, 0.01], [0.01, -0.04, -0.02], [0.00, -0.03, -0.01], [0.06, -0.04, 0.02], [0.34, 0.15, 0.18], [-0.23, -0.06, -0.02], [-0.38, 0.00, -0.07], [0.07, -0.01, 0.14], [-0.01, 0.05, -0.08], [-0.03, 0.02, 0.01], [-0.03, -0.02, 0.03], [-0.11, 0.04, 0.02], [-0.02, -0.06, -0.08], [0.06, 0.00, -0.05], [0.01, -0.03, -0.08], [0.05, 0.02, -0.05], [-0.08, -0.04, -0.09], [0.01, -0.03, -0.03], [-0.03, 0.11, -0.02], [0.07, 0.01, 0.05], [-0.05, 0.02, -0.07], [-0.04, 0.01, -0.02], [-0.02, -0.01, 0.02], [0.05, 0.02, -0.02], [0.06, 0.04, 0.06], [0.00, -0.03, -0.03], [0.01, 0.00, -0.04], [0.01, -0.02, -0.03], [-0.03, -0.04, 0.03], [-0.21, 0.46, 0.13], [-0.36, -0.57, -0.21], [0.19, 0.26, -0.01], [0.00, 0.06, 0.04], [-0.02, -0.09, -0.03], [0.01, 0.09, 0.06], [0.03, -0.05, 0.00], [-0.28, -0.10, 0.10], [0.02, 0.08, 0.04], [-0.02, -0.01, 0.16], [0.03, 0.00, -0.01], [0.00, 0.02, 0.03], [0.03, 0.03, -0.01], [-0.01, -0.08, -0.03], [0.00, -0.09, -0.04], [-0.01, -0.01, 0.01], [0.01, 0.01, 0.04], [-0.01, 0.11, 0.01], [0.18, 0.09, -0.12], [-0.02, -0.03, -0.05], [-0.05, -0.06, 0.05], [0.02, -0.02, 0.09], [0.04, 0.04, 0.03], [0.06, 0.03, -0.06], [-0.08, -0.14, -0.03], [-0.20, -0.16, -0.07], [0.06, -0.03, -0.03], [-0.03, 0.23, 0.17], [-0.31, -0.35, 0.14], [0.09, 0.30, -0.12], [0.59, -0.28, -0.24], [-0.34, -0.16, -0.24], [0.14, 0.26, -0.17], [0.12, 0.06, 0.12], [0.11, 0.06, 0.10], [-0.01, -0.09, -0.09], [0.07, 0.05, 0.05], [0.08, 0.19, -0.15], [0.15, 0.11, -0.03], [0.06, 0.00, 0.05], [0.02, -0.03, -0.04], [-0.05, 0.03, 0.04], [0.05, -0.07, 0.11], [0.02, -0.04, 0.00], [0.06, 0.07, 0.07], [-0.07, 0.01, -0.03], [-0.06, -0.06, 0.03], [-0.03, -0.03, -0.10], [0.09, 0.04, 0.00], [-0.75, -0.19, -0.63], [-0.19, -0.45, 0.51], [0.25, -0.36, 0.03], [-0.17, -0.21, -0.31]], "charge": -1, "total_energy_ha": -6245.84093, "homo_lumo_gap_ev": [6.39, 6.00], "lumo_energy_ev": [2.23, 1.85], "multiplicity": 1, "homo_ev": [-4.2, -4.1]}

***

One value per record, in order, for ΔE to the lowest compared entry with this formula, charge and spin: 50.0, 161.0, 286.1 kJ/mol.